[1]
A structure of composition C28H49BrCdNP3 at a distorted geometry, computed with ωB97M-V/def2-TZVPD.

Last column: Mulliken charge in e.
Geometry (Å):
N  7.59946  1.83797  6.35200  -0.558
C  6.66297  1.03730  6.88730  -0.311
C  5.50337  0.68177  6.19469  -0.500
C  5.31701  1.15217  4.89077  0.676
C  6.29324  2.01342  4.33848  -0.487
C  7.41079  2.33194  5.11369  -0.338
C  4.12632  0.78609  4.15458  -0.072
Cd  0.32207  -1.90198  -0.97144  0.447
P  -1.29853  -3.38723  -4.34491  -0.118
C  4.01132  0.88699  2.81384  -0.639
C  2.77401  0.56864  2.18077  1.479
C  2.86921  0.36301  0.81719  -2.036
C  1.79546  -0.17937  0.10868  0.455
C  0.54917  -0.40599  0.75710  1.089
C  0.41697  -0.07921  2.12119  -0.317
C  1.53650  0.35367  2.85588  -0.968
Br  -2.49749  -1.00546  -0.57966  -0.390
H  3.30304  0.44656  4.77043  0.181
H  4.85731  1.18695  2.17745  0.254
H  4.74507  0.05432  6.66460  0.351
H  6.15549  2.44219  3.35459  0.306
H  6.83839  0.67230  7.91195  0.348
H  8.16844  3.01341  4.70537  0.348
H  3.85003  0.50888  0.32435  0.280
H  1.48598  0.52174  3.94698  0.264
H  2.04673  -0.41518  -0.93856  0.431
H  -0.53180  -0.17149  2.66203  0.113
P  -0.96913  1.56223  -0.97042  0.850
C  -0.79963  -4.32979  -2.87812  0.505
C  -0.31148  -5.75233  -3.25128  -1.271
H  -1.66183  -4.38253  -2.19743  0.463
H  -0.00422  -3.77044  -2.35470  -0.642
H  -0.29508  -6.39410  -2.36182  0.394
H  -0.96492  -6.23010  -3.99511  0.356
H  0.70950  -5.72829  -3.66099  0.334
C  0.09196  -2.28958  -4.82308  0.394
C  0.18148  -2.04968  -6.34840  -1.235
H  1.02043  -2.76523  -4.46023  0.417
H  -0.02034  -1.33249  -4.28283  -0.529
H  1.16689  -1.63134  -6.60033  0.393
H  0.05425  -2.98734  -6.90901  0.370
H  -0.58486  -1.33577  -6.68402  0.308
C  -2.70525  -2.28437  -3.98133  0.639
C  -4.06492  -2.91845  -4.31635  -1.319
H  -2.57035  -1.36283  -4.57161  0.359
H  -2.66770  -1.98736  -2.91926  -0.619
H  -4.86613  -2.18285  -4.16818  0.380
H  -4.09248  -3.24011  -5.36631  0.372
H  -4.28078  -3.78468  -3.67704  0.322
C  -2.59401  2.28423  -1.51148  -0.219
C  -2.75153  3.78015  -1.30084  -1.265
H  -3.35463  1.73049  -0.94379  0.111
H  -2.74819  2.01620  -2.56700  0.533
H  -2.84605  4.02500  -0.23467  0.228
H  -1.90436  4.34253  -1.71513  0.303
H  -3.66431  4.13847  -1.79636  0.431
C  -0.07327  1.53246  -2.60475  0.405
C  1.37929  2.01902  -2.60075  -1.341
H  -0.68071  2.10331  -3.32720  0.665
H  -0.12439  0.48318  -2.93679  -0.849
H  1.45441  3.10900  -2.48356  0.363
H  1.97792  1.55602  -1.80675  0.193
H  1.84599  1.75396  -3.55746  0.427
C  -0.08153  2.92229  -0.05075  -0.906
C  -0.64901  3.22833  1.34487  -1.085
H  -0.03265  3.83254  -0.66690  0.662
H  0.94452  2.55552  0.07878  0.366
H  0.15475  3.60947  1.99340  0.353
H  -1.44649  3.98702  1.32870  0.355
H  -1.02920  2.31099  1.81823  0.020
C  -4.61606  -1.71459  2.18077  -1.061
P  -3.24326  -0.48366  2.20852  0.689
C  -4.07366  1.12179  1.84314  -0.915
C  -2.88395  -0.23131  3.99982  -1.308
H  -5.14192  -1.66765  1.21349  0.369
H  -5.32933  -1.58456  3.00876  0.426
H  -4.14971  -2.71425  2.25488  0.371
H  -4.78362  1.41646  2.63772  0.519
H  -3.28673  1.89774  1.75685  0.087
H  -4.59150  1.05729  0.87627  0.316
H  -3.79998  -0.12378  4.60783  0.435
H  -2.30088  -1.09614  4.35128  0.409
H  -2.25186  0.66652  4.10940  0.386

Summary:
relative energy (zero: lowest compared OMol25 entry of this formula, charge and spin)	5.7	kcal/mol
charge	+2
HOMO level (spin up / spin down)	-12.63 / -12.69	eV

***

[2]
A structure of composition C28H49BrNOP3Zn at a distorted geometry, computed with ωB97M-V/def2-TZVPD.

Last column: Mulliken charge in e.
Geometry (Å):
N  6.67508  0.01057  -4.64221  -0.487
C  6.14456  -1.23131  -4.53824  -0.403
C  5.16746  -1.51076  -3.56305  -0.485
C  4.60798  -0.45241  -2.81804  0.579
C  5.18239  0.81709  -2.98878  -0.316
C  6.17826  1.00561  -3.93444  -0.376
C  3.47256  -0.63995  -1.88727  -0.397
Zn  1.32469  -0.72980  0.12495  -0.102
P  -4.16786  1.06806  0.07018  -0.347
C  2.58041  0.37921  -1.49420  -0.322
C  1.22480  0.41813  -2.19249  1.211
C  0.63627  1.56486  -2.75887  -0.530
C  -0.66522  1.52148  -3.34702  -0.447
C  -1.26462  0.25914  -3.61756  -0.296
C  -0.65196  -0.88114  -3.06015  -0.804
C  0.54300  -0.80280  -2.33915  -0.954
Br  -2.68380  -0.15537  -4.71329  -0.017
H  3.20005  -1.71095  -1.79780  0.154
H  3.04641  1.32344  -1.09936  1.014
H  4.82250  -2.53273  -3.44544  0.398
H  4.70473  1.65889  -2.49920  0.353
H  6.59968  -2.01591  -5.16569  0.367
H  6.60572  2.00022  -4.05063  0.382
H  1.25231  2.46170  -2.71441  0.613
H  1.01687  -1.77052  -2.10648  0.385
H  -1.17007  2.41230  -3.68904  0.557
H  -1.15359  -1.84875  -3.00168  0.439
P  0.93221  0.93866  1.92964  0.682
C  -4.36252  0.38843  -1.67239  0.376
C  -5.44368  1.02188  -2.50525  -1.274
H  -4.52618  -0.68208  -1.50207  0.447
H  -3.36725  0.55322  -2.09714  -0.555
H  -5.48666  0.52714  -3.46986  0.377
H  -6.42264  0.93463  -2.03601  0.391
H  -5.26491  2.07291  -2.72733  0.303
C  -3.02380  2.47456  -0.23247  1.295
C  -3.76901  3.77382  0.15345  -1.449
H  -2.74800  2.44207  -1.30635  -0.052
H  -2.11448  2.35086  0.38831  -0.884
H  -3.14575  4.66268  -0.03482  0.399
H  -4.70793  3.84661  -0.41836  0.391
H  -4.03582  3.78803  1.22604  0.395
C  -3.45879  -0.16999  1.15149  2.063
C  -4.43377  -0.61060  2.29572  -1.362
H  -2.51278  0.22093  1.58560  -0.755
H  -3.25558  -1.02449  0.46886  -0.849
H  -3.87927  -0.95632  3.17742  0.348
H  -5.06999  0.23806  2.59101  0.437
H  -5.09957  -1.42618  1.97234  0.360
C  0.26702  0.27784  3.53918  0.335
C  0.93597  0.72544  4.84372  -1.303
H  0.29251  -0.81243  3.44184  -0.409
H  -0.79975  0.53529  3.56567  0.481
H  1.84462  0.14829  5.06501  0.316
H  1.19317  1.78920  4.82171  0.288
H  0.23947  0.56905  5.68134  0.431
C  0.32280  2.70500  1.86485  -0.417
C  1.06766  3.65422  0.91756  -1.151
H  0.36157  3.14573  2.86067  0.543
H  -0.72698  2.63826  1.56003  0.115
H  2.11548  3.81018  1.20238  0.370
H  1.02410  3.33586  -0.12893  0.132
H  0.61681  4.66094  0.97774  0.442
C  2.77617  1.16239  2.16599  -0.359
C  3.47292  -0.16861  2.49788  -1.227
H  2.94533  1.91671  2.96146  0.591
H  3.13887  1.52847  1.18189  0.266
H  4.27052  -0.31635  1.74562  0.314
H  3.96867  -0.16343  3.47791  0.344
H  2.77917  -1.05425  2.49908  0.187
C  -2.04823  -3.98611  0.53001  -0.917
P  -0.50423  -3.59142  1.43763  0.784
C  -0.98240  -3.41875  3.18890  -0.978
C  0.69684  -4.91307  1.02174  -1.223
O  0.17041  -2.31134  0.97430  -0.080
H  -2.58755  -3.09886  0.17675  0.071
H  -2.71600  -4.57691  1.18383  0.404
H  -1.78739  -4.59774  -0.35036  0.376
H  -1.31109  -4.37390  3.59578  0.461
H  -0.15251  -3.03558  3.79527  0.324
H  -1.78222  -2.66586  3.28864  0.153
H  0.69970  -5.06859  -0.07123  0.357
H  1.71106  -4.57839  1.27235  0.316
H  0.45507  -5.85440  1.54532  0.404

Summary:
charge	+2
HOMO level	-11.72	eV